{
  "formula": "C5H8O2",
  "method": "the ωB97M-V functional and the def2-TZVPD basis",
  "e_above_lowest_ev": 2.490,
  "total_energy_ha": -345.71344,
  "smiles": "C#C[C@](C)(O)CO",
  "homo_ha": -0.3704,
  "gap_ev": 10.92,
  "species": ["H", "H", "C", "O", "C", "C", "C", "O", "H", "H", "H", "H", "H", "C", "H"],
  "xyz": [[3.242, 0.606, -1.114], [-0.646, -0.270, -2.155], [-0.390, -1.487, 0.727], [-0.152, 2.182, 0.177], [2.250, 0.300, -0.864], [-0.840, 0.991, 0.462], [1.127, -0.037, -0.589], [-1.050, -0.650, -1.369], [0.768, 2.055, 0.450], [0.192, -1.317, 1.636], [-0.895, 0.821, 1.548], [-0.030, -2.391, 0.232], [-1.855, 1.128, 0.085], [-0.279, -0.297, -0.224], [-1.441, -1.634, 0.997]],
  "nbo_charge": [0.245, 0.482, -0.602, -0.704, -0.240, -0.070, -0.034, -0.705, 0.472, 0.213, 0.160, 0.226, 0.202, 0.133, 0.221]
}

---

{
  "formula": "C70H61F3O21Si2",
  "method": "the ωB97M-V functional and the def2-TZVPD basis",
  "e_above_lowest_ev": 0.000,
  "total_energy_ha": -5162.23434,
  "homo_ha": -0.2998,
  "gap_ev": 6.36,
  "species": ["C", "Si", "C", "C", "H", "O", "C", "O", "C", "H", "O", "C", "H", "H", "H", "C", "C", "H", "H", "H", "C", "C", "C", "C", "H", "H", "C", "H", "C", "F", "O", "C", "H", "H", "H", "H", "O", "O", "C", "C", "C", "O", "H", "C", "C", "O", "C", "C", "H", "C", "H", "C", "C", "H", "H", "C", "H", "H", "H", "C", "H", "H", "O", "C", "C", "C", "H", "O", "C", "C", "H", "H", "H", "H", "C", "C", "H", "H", "C", "H", "H", "H", "H", "C", "O", "H", "C", "O", "H", "H", "H", "C", "H", "O", "H", "O", "H", "H", "F", "H", "C", "H", "H", "C", "C", "C", "C", "C", "C", "C", "H", "C", "H", "Si", "O", "H", "O", "C", "C", "C", "H", "F", "H", "C", "O", "H", "H", "O", "C", "C", "H", "C", "C", "C", "C", "O", "O", "C", "C", "H", "H", "H", "C", "H", "C", "H", "C", "C", "C", "C", "O", "C", "C", "C", "C", "H", "C"],
  "xyz": [[-0.257, -5.111, -11.150], [0.247, 2.026, 1.365], [3.571, -6.074, -0.826], [-0.422, 2.371, -2.512], [-7.141, -0.302, 3.969], [4.016, -6.733, 0.090], [-0.986, 10.609, -8.375], [10.259, -5.322, -2.161], [-0.676, 3.814, -1.991], [-1.246, 2.117, -3.181], [2.077, -3.857, -3.912], [2.292, 0.493, -6.676], [-1.674, 9.920, 3.347], [9.800, -3.624, -0.252], [-1.393, 8.728, -4.102], [0.393, -2.369, -11.659], [-1.365, 7.822, -3.494], [2.713, -7.787, -1.892], [1.804, -6.435, -3.776], [0.969, -2.202, -9.618], [-0.228, 0.456, 5.999], [-3.803, 0.399, 4.524], [-0.850, 12.082, -8.254], [2.345, -5.990, -2.950], [0.425, -3.400, 6.508], [2.819, 1.851, -5.140], [1.743, -0.844, -7.015], [0.514, 2.344, -3.067], [-0.432, -1.571, 7.362], [1.448, 5.847, 6.109], [1.624, -1.199, -8.173], [1.412, 4.633, 5.632], [-0.895, 2.055, 3.507], [1.520, 2.953, 3.581], [-2.648, -9.102, 8.833], [-1.730, 8.074, -2.498], [-6.192, -2.138, 2.398], [5.855, -2.389, -1.937], [2.421, 0.881, -5.411], [6.865, -3.061, -1.987], [9.022, -3.689, -1.002], [-0.819, -2.105, 8.382], [1.212, -2.311, 4.414], [-1.803, 10.244, 5.436], [0.275, -2.345, 6.312], [0.860, 0.212, 3.925], [-1.915, 9.634, 6.785], [-2.045, -7.232, 9.805], [-2.046, 7.725, 7.854], [-0.134, -3.242, -12.735], [1.213, 6.330, -1.920], [0.696, -1.764, 5.193], [-6.061, -0.346, 3.918], [1.007, 3.099, 0.668], [0.751, 8.123, -3.288], [0.029, 4.818, -2.934], [-0.063, 13.684, -6.983], [-1.951, 6.322, 5.813], [1.185, -1.962, -3.806], [-5.483, -1.385, 3.029], [-4.167, -14.145, 5.153], [-0.297, 3.994, -0.986], [0.439, -4.659, -8.947], [-4.161, -12.273, 6.142], [-0.494, 2.863, 2.895], [-4.020, -12.510, 3.703], [1.017, 4.443, -3.200], [-2.166, -5.658, 6.039], [-1.807, 8.012, 4.417], [-1.966, 8.153, 6.863], [-1.169, 0.421, 7.895], [-1.531, -4.255, 8.127], [0.947, -2.698, -6.171], [-3.886, -10.644, 2.559], [7.093, -4.021, -3.095], [-0.503, 9.791, -7.443], [-1.766, 11.325, 5.400], [7.728, -2.247, -0.146], [0.330, 11.790, -6.122], [-0.941, -0.184, -1.720], [-5.683, 1.246, 5.263], [-4.235, -12.660, 7.150], [-1.321, 3.496, 2.572], [-3.226, -0.639, 3.636], [-0.948, 1.491, 0.308], [8.386, -5.462, -3.952], [-1.754, 9.493, 4.339], [-3.092, 1.152, 5.157], [0.260, 6.799, -4.400], [-2.723, -8.143, 6.544], [-0.512, 6.426, -1.523], [0.194, 10.318, -6.243], [-0.381, 1.508, 5.804], [-1.292, 12.827, -9.102], [-3.601, -2.230, 2.291], [-4.136, -10.073, 6.979], [-0.593, 8.715, -7.513], [0.840, 12.154, -5.239], [-0.763, 3.850, 5.614], [2.578, 1.123, -7.509], [-0.153, 12.608, -7.053], [3.379, -2.805, -1.930], [1.102, 0.650, -0.921], [-3.961, -11.032, 3.567], [0.477, -0.317, 4.951], [0.271, -4.235, -10.073], [0.583, -2.827, -10.422], [0.395, 4.043, 4.973], [1.344, -1.728, -5.899], [8.200, -4.757, -3.152], [-1.453, -5.212, 10.421], [-5.282, 0.481, 4.610], [6.315, -4.085, -3.845], [-0.300, 1.040, -1.180], [0.635, 9.572, -5.395], [0.940, 4.477, 2.939], [-3.985, -13.233, 2.731], [-2.415, -8.065, 8.633], [-1.763, -5.293, 8.329], [-1.916, 7.404, 5.764], [1.207, 0.993, 1.748], [2.537, 4.022, 5.804], [-0.829, -5.272, -13.182], [0.653, 3.633, 3.559], [-1.762, 7.326, 3.417], [4.287, -4.155, -0.049], [-1.744, 4.023, -2.031], [-0.305, -2.825, -13.862], [3.745, -4.602, -0.873], [0.077, 7.287, -3.446], [-1.496, 10.245, -9.257], [3.259, -3.879, -1.878], [1.471, -1.340, -4.633], [-2.455, -7.552, 7.407], [-1.721, -5.805, 9.556], [-2.010, -7.699, 10.924], [-1.962, 10.320, 7.784], [0.204, 6.221, -2.318], [-3.998, -10.239, 4.634], [-2.055, 7.116, -3.961], [-3.955, -9.160, 4.555], [-0.477, -6.134, -10.873], [-2.132, -6.127, 7.160], [-0.578, 4.887, -3.840], [2.020, -0.008, -4.292], [-2.144, -0.683, 3.584], [-0.445, -4.650, -12.383], [2.521, -4.518, -2.994], [7.915, -2.953, -0.946], [-4.101, -10.798, 6.005], [2.139, 0.346, -3.135], [-0.650, -0.126, 7.118], [2.831, -6.712, -1.944], [9.252, -4.650, -2.110], [-4.124, -13.067, 5.075], [0.612, -1.346, -11.936], [-4.003, -1.466, 2.944]],
  "lowdin_charge": [0.016, 0.525, -0.384, -0.291, 0.122, 0.107, 0.021, 0.113, -0.251, 0.071, 0.083, 0.026, 0.121, 0.123, 0.045, 0.023, -0.112, 0.123, 0.123, 0.076, 0.021, -0.371, -0.387, 0.026, 0.120, 0.123, -0.353, 0.043, -0.371, 0.163, 0.076, -0.348, 0.044, 0.111, 0.112, 0.068, 0.110, 0.090, 0.027, -0.382, 0.024, 0.090, 0.124, 0.020, 0.029, 0.058, -0.387, -0.381, 0.123, -0.391, 0.103, 0.028, 0.023, 0.000, 0.087, -0.221, 0.122, 0.113, 0.099, -0.383, 0.123, 0.066, 0.099, 0.024, -0.272, -0.384, 0.105, 0.091, -0.385, 0.024, 0.128, 0.086, 0.125, 0.124, 0.022, 0.024, 0.121, 0.123, 0.023, -0.029, 0.122, 0.123, 0.085, 0.031, -0.424, 0.123, 0.020, 0.098, 0.092, 0.092, 0.101, -0.376, 0.099, 0.108, 0.125, 0.091, 0.123, 0.122, 0.067, 0.121, 0.021, 0.116, -0.024, 0.025, -0.368, -0.378, 0.026, -0.236, 0.033, 0.025, 0.124, 0.023, 0.122, 0.521, 0.097, 0.113, 0.112, 0.024, 0.021, 0.020, -0.013, 0.176, 0.120, -0.205, 0.103, 0.125, 0.111, 0.099, 0.019, -0.264, 0.122, 0.020, 0.017, 0.017, 0.029, 0.105, 0.106, -0.204, 0.022, 0.070, 0.121, 0.119, -0.379, 0.108, -0.366, 0.113, 0.016, -0.351, 0.023, -0.369, 0.057, 0.032, 0.024, -0.384, 0.023, 0.121, 0.031]
}

---

{
  "formula": "C21H17Cl4I2N4O4Ru",
  "method": "the ωB97M-V functional and the def2-TZVPD basis",
  "multiplicity": 6,
  "e_above_lowest_ev": 0.551,
  "total_energy_ha": -3861.49781,
  "homo_ha": [-0.0128, -0.0828],
  "gap_ev": [3.89, 5.80],
  "s2": 8.778,
  "charge": -2,
  "species": ["H", "H", "C", "C", "N", "C", "C", "C", "C", "H", "C", "H", "H", "C", "H", "Cl", "H", "H", "H", "C", "H", "N", "H", "Cl", "N", "C", "C", "H", "C", "O", "C", "C", "I", "C", "Cl", "O", "H", "H", "H", "C", "O", "H", "Ru", "H", "C", "C", "C", "Cl", "O", "C", "C", "I", "N"],
  "xyz": [[2.578, -4.355, -2.447], [0.541, -5.582, -1.517], [-0.259, -3.728, -0.664], [-4.272, 3.172, -1.878], [1.559, -4.803, 1.897], [1.807, -3.828, -1.898], [-3.729, 2.324, -0.921], [1.208, 4.196, 2.743], [-1.780, 1.852, -2.346], [-4.259, 2.158, 0.010], [1.934, -2.482, -1.738], [-4.020, 4.016, -3.841], [-1.574, -0.585, -1.479], [1.004, 3.933, 1.379], [-0.586, -1.195, 1.200], [0.749, 5.227, 0.255], [1.516, -5.737, 2.255], [-1.407, 1.320, 0.700], [-1.967, -2.053, 0.451], [-0.073, -2.388, -0.507], [-2.894, 0.383, 0.529], [-1.223, -0.320, -0.564], [2.773, -1.930, -2.141], [1.603, 0.492, 4.233], [2.010, -2.576, 2.282], [-1.030, -1.517, 0.254], [-3.609, 3.368, -3.078], [1.561, -4.651, 0.899], [1.384, 1.827, 3.140], [-0.678, 1.279, -2.612], [1.393, 3.145, 3.620], [-2.523, 1.679, -1.123], [-6.102, 4.125, -1.526], [1.798, -3.812, 2.811], [1.234, 5.837, 3.316], [1.815, -4.049, 4.019], [2.457, 0.610, -3.140], [3.297, 1.350, -1.682], [1.777, -2.353, 1.326], [0.697, -4.525, -1.350], [1.215, 0.336, 1.290], [-1.134, -4.181, -0.212], [0.893, 0.395, -0.970], [2.003, -1.800, 2.924], [-2.025, 0.772, -0.019], [-2.412, 2.718, -3.292], [1.204, 1.532, 1.788], [1.647, 3.449, 5.313], [0.777, 2.356, -0.376], [2.526, 0.677, -2.054], [0.986, 2.633, 0.885], [-1.415, 2.993, -5.106], [1.025, -1.706, -1.039]],
  "nbo_charge": [0.197, 0.191, -0.270, -0.222, -0.864, -0.300, -0.216, -0.115, 0.447, 0.205, 0.001, 0.219, 0.396, -0.161, 0.239, -0.005, 0.385, 0.220, 0.175, 0.139, 0.172, -0.616, 0.210, -0.023, -0.840, -0.262, -0.270, 0.413, -0.146, -0.772, -0.111, -0.145, 0.049, 0.772, -0.018, -0.714, 0.156, 0.158, 0.412, -0.388, -0.774, 0.200, 1.303, 0.418, -0.225, -0.258, 0.267, -0.019, -0.722, -0.664, 0.320, 0.083, -0.628]
}

---

{
  "formula": "C6H3Cl2SSe4Tc",
  "method": "the ωB97M-V functional and the def2-TZVPD basis",
  "multiplicity": 4,
  "e_above_lowest_ev": 0.411,
  "total_energy_ha": -11235.27614,
  "homo_ha": [-0.4286, -0.4455],
  "gap_ev": [6.35, 5.50],
  "s2": 3.786,
  "charge": 1,
  "species": ["Se", "C", "C", "C", "H", "S", "C", "H", "Cl", "Se", "Se", "H", "Tc", "Cl", "Se", "C", "C"],
  "xyz": [[0.001, 2.661, 2.461], [-0.633, -3.017, -0.508], [-0.628, -0.604, -0.613], [1.467, -1.839, -0.612], [2.543, -1.837, -0.620], [-1.458, 0.926, -0.547], [0.766, -0.653, -0.665], [1.280, -3.960, -0.438], [1.605, 0.851, -0.694], [0.118, 6.155, 1.334], [-0.346, 4.609, -0.443], [-1.178, -3.947, -0.441], [0.231, 2.377, 0.124], [-3.044, -1.800, -0.505], [-0.143, 4.921, 3.247], [0.751, -3.025, -0.518], [-1.331, -1.817, -0.562]],
  "nbo_charge": [-0.011, -0.189, -0.261, -0.213, 0.246, 0.152, -0.074, 0.245, 0.253, 0.215, -0.015, 0.251, 0.268, 0.083, 0.246, -0.169, -0.027]
}